Entry 1:
Below is C26H41N2O5OsPSi2 as an isolated structure, with properties calculated with the ωB97M-V functional and the def2-TZVPD basis.

Cartesian coordinates (Å):
Os (0.104, -0.041, 0.093)
C (2.320, -1.645, -2.741)
Si (2.381, -2.026, -0.924)
C (0.841, -2.942, -0.369)
C (3.860, -3.047, -0.451)
C (2.165, -0.448, 0.100)
C (2.137, -0.672, 1.589)
C (3.101, -0.969, 2.526)
C (2.707, -1.034, 3.859)
C (1.383, -0.802, 4.208)
C (0.472, -0.519, 3.216)
N (0.859, -0.469, 1.937)
Si (3.278, 1.082, -0.401)
C (3.245, 2.318, 0.992)
C (4.983, 0.331, -0.543)
C (2.821, 1.816, -2.053)
H (2.213, -2.582, -3.292)
H (3.247, -1.182, -3.081)
H (1.489, -0.993, -3.017)
H (0.714, -3.801, -1.037)
H (-0.108, -2.401, -0.499)
H (0.894, -3.307, 0.656)
H (3.891, -3.946, -1.071)
H (3.833, -3.360, 0.594)
H (4.800, -2.518, -0.616)
H (4.127, -1.144, 2.236)
H (3.436, -1.260, 4.626)
H (1.063, -0.836, 5.239)
H (-0.570, -0.327, 3.426)
H (3.864, 1.983, 1.826)
H (2.255, 2.522, 1.395)
H (3.662, 3.264, 0.639)
H (5.295, -0.227, 0.341)
H (5.695, 1.149, -0.675)
H (5.069, -0.324, -1.411)
H (1.760, 1.839, -2.277)
H (3.294, 1.261, -2.864)
H (3.193, 2.842, -2.098)
C (-3.862, 1.181, -1.044)
C (-3.457, 1.058, 0.406)
O (-3.103, -0.313, 0.767)
P (-1.931, -1.257, 0.332)
O (-1.897, -2.345, 1.442)
C (-2.622, -2.392, 2.722)
C (-3.768, -3.362, 2.618)
O (-2.230, -1.975, -1.015)
C (-3.112, -3.149, -1.195)
C (-4.524, -2.730, -1.511)
H (-4.107, 2.223, -1.252)
H (-4.743, 0.580, -1.257)
H (-3.062, 0.870, -1.717)
H (-4.273, 1.300, 1.082)
H (-2.610, 1.692, 0.663)
H (-2.965, -1.387, 2.958)
H (-1.877, -2.707, 3.447)
H (-4.502, -3.027, 1.885)
H (-4.268, -3.431, 3.584)
H (-3.414, -4.356, 2.346)
H (-3.050, -3.751, -0.289)
H (-2.650, -3.695, -2.014)
H (-4.994, -2.236, -0.661)
H (-5.108, -3.620, -1.746)
H (-4.551, -2.069, -2.375)
O (-0.307, 3.325, 1.902)
C (-0.400, 3.110, 0.737)
N (-0.255, 1.819, 0.101)
C (-0.519, 1.942, -1.260)
O (-0.462, 0.862, -1.856)
C (-0.796, 3.318, -1.602)
C (-1.088, 3.940, -2.803)
C (-1.314, 5.311, -2.763)
C (-1.250, 6.018, -1.562)
C (-0.957, 5.388, -0.353)
C (-0.728, 4.031, -0.395)
H (-1.136, 3.387, -3.731)
H (-1.543, 5.839, -3.678)
H (-1.432, 7.085, -1.569)
H (-0.907, 5.939, 0.576)

Calculated values
ΔE to the lowest compared entry with this formula, charge and spin in kJ/mol: 7.0
HOMO-LUMO gap in eV: 7.25
LUMO energy in eV: -7.529
Charge: +2

These are the Mulliken partial charges, in e, on atoms 1 to 8:
1. Os 1.221
2. C -0.918
3. Si -0.118
4. C -0.708
5. C -1.079
6. C 1.405
7. C -1.088
8. C -0.510



Entry 2:
Below is a 4-piece molecular cluster, C26H41N2O7P overall in a non-equilibrium geometry, with properties calculated with the ωB97M-V functional and the def2-TZVPD basis.

Cartesian coordinates (Å):
C (0.877, -2.344, -0.553)
C (1.588, -1.455, -1.767)
C (1.237, -1.895, -3.306)
N (2.440, -0.456, -1.367)
P (2.014, 1.130, -2.059)
C (0.141, 1.227, -2.538)
C (-0.877, 0.883, -1.300)
C (-2.353, 1.641, -1.409)
C (-3.572, 0.517, -1.522)
N (-3.564, -0.505, -0.402)
C (2.244, 2.520, -0.719)
O (2.765, 2.018, 0.560)
C (1.697, 1.637, 1.496)
C (0.455, 2.638, 1.979)
C (-0.761, 2.186, 2.992)
C (-0.780, 0.654, 3.578)
C (0.473, -0.348, 3.146)
C (1.707, 0.092, 2.133)
H (0.432, -1.575, 0.216)
H (0.080, -3.077, -1.017)
H (1.776, -2.918, -0.022)
H (0.153, -2.389, -3.393)
H (1.976, -2.729, -3.731)
H (1.250, -1.022, -4.088)
H (-0.148, 0.524, -3.437)
H (-0.033, 2.350, -2.902)
H (-1.058, -0.269, -1.207)
H (-0.404, 1.247, -0.294)
H (-2.370, 2.404, -2.314)
H (-2.499, 2.312, -0.436)
H (-4.648, 1.015, -1.520)
H (-3.394, -0.086, -2.531)
H (-2.904, -1.302, -0.612)
H (-3.369, -0.074, 0.528)
H (3.052, 3.286, -1.148)
H (1.241, 3.118, -0.652)
H (0.471, 3.728, 1.539)
H (-1.610, 2.973, 3.240)
H (-1.651, 0.301, 4.275)
H (0.454, -1.439, 3.608)
H (2.577, -0.659, 1.855)
O (-2.170, -1.063, 5.890)
C (-1.246, -1.391, 6.616)
C (-1.382, -1.888, 8.023)
C (0.028, -1.757, 8.542)
C (0.856, -1.935, 7.296)
O (0.066, -1.394, 6.238)
H (-1.713, -2.930, 8.004)
H (-2.078, -1.270, 8.595)
H (0.274, -2.476, 9.328)
H (0.178, -0.749, 8.947)
H (1.058, -2.989, 7.078)
H (1.807, -1.398, 7.358)
O (2.752, -4.671, -4.602)
C (3.916, -4.918, -4.333)
C (4.638, -4.465, -3.100)
C (6.080, -4.701, -3.472)
C (5.987, -5.856, -4.434)
O (4.737, -5.691, -5.103)
H (4.328, -5.086, -2.255)
H (4.444, -3.409, -2.896)
H (6.725, -4.906, -2.614)
H (6.474, -3.818, -3.990)
H (5.983, -6.824, -3.922)
H (6.800, -5.845, -5.165)
O (-4.482, 2.984, -3.447)
C (-4.451, 4.170, -3.162)
C (-4.430, 4.730, -1.772)
C (-4.787, 6.176, -2.008)
C (-4.253, 6.425, -3.394)
O (-4.385, 5.180, -4.079)
H (-3.424, 4.621, -1.358)
H (-5.167, 4.234, -1.137)
H (-4.373, 6.856, -1.259)
H (-5.878, 6.290, -2.004)
H (-3.196, 6.710, -3.388)
H (-4.824, 7.197, -3.919)

Calculated values
HOMO-LUMO gap in eV: 7.17
LUMO energy in eV: 0.452

These are the Mulliken partial charges, in e, on atoms 1 to 8:
1. C -0.722
2. C 0.602
3. C -0.555
4. N -0.271
5. P -0.130
6. C -0.787
7. C 1.432
8. C -0.248



Entry 3:
Below is one molecule with the formula C26H41N5O3S in a non-equilibrium geometry, with properties calculated with the ωB97M-V functional and the def2-TZVPD basis.

Cartesian coordinates (Å):
C (-0.845, -1.667, 2.846)
C (0.629, -1.619, 2.681)
N (1.468, -2.040, 3.608)
N (2.704, -1.867, 3.133)
C (3.832, -2.242, 3.936)
C (2.698, -1.338, 1.895)
C (3.909, -1.039, 1.096)
C (1.363, -1.148, 1.569)
S (0.805, -0.534, 0.018)
O (-0.607, -0.295, 0.051)
O (1.297, -1.453, -0.982)
N (1.633, 0.915, -0.220)
C (2.342, 1.058, -1.480)
C (1.393, 1.389, -2.649)
O (1.323, 2.499, -3.141)
N (0.674, 0.334, -3.050)
C (-0.474, 0.435, -3.925)
C (-1.649, -0.343, -3.335)
C (-1.479, -1.860, -3.554)
N (-2.353, -2.727, -2.797)
C (-3.766, -2.497, -3.018)
C (-4.564, -3.674, -2.460)
C (-4.296, -3.837, -0.965)
C (-5.051, -5.033, -0.394)
C (-2.788, -3.978, -0.761)
C (-2.056, -2.790, -1.377)
C (1.148, 2.054, 0.445)
C (0.621, 1.921, 1.726)
C (0.165, 3.026, 2.419)
C (0.229, 4.301, 1.874)
C (-0.269, 5.499, 2.645)
C (-1.429, 6.173, 1.911)
C (0.866, 6.495, 2.895)
C (0.760, 4.426, 0.597)
C (1.208, 3.329, -0.114)
H (-1.181, -2.702, 2.860)
H (-1.130, -1.210, 3.791)
H (-1.321, -1.147, 2.020)
H (4.401, -3.042, 3.458)
H (4.486, -1.386, 4.108)
H (3.443, -2.599, 4.887)
H (4.138, 0.026, 1.134)
H (4.767, -1.597, 1.462)
H (3.721, -1.309, 0.059)
H (3.089, 1.848, -1.377)
H (2.838, 0.107, -1.677)
H (0.786, -0.541, -2.551)
H (-0.220, 0.042, -4.917)
H (-0.708, 1.499, -4.026)
H (-2.575, -0.006, -3.801)
H (-1.703, -0.134, -2.265)
H (-1.637, -2.083, -4.616)
H (-0.455, -2.149, -3.301)
H (-3.936, -2.410, -4.094)
H (-4.115, -1.566, -2.536)
H (-4.260, -4.583, -2.980)
H (-5.629, -3.512, -2.641)
H (-4.633, -2.930, -0.449)
H (-4.857, -5.134, 0.672)
H (-6.122, -4.916, -0.539)
H (-4.736, -5.950, -0.888)
H (-2.446, -4.895, -1.245)
H (-2.553, -4.039, 0.303)
H (-0.977, -2.909, -1.254)
H (-2.349, -1.869, -0.847)
H (0.556, 0.949, 2.184)
H (-0.246, 2.887, 3.409)
H (-0.636, 5.149, 3.617)
H (-2.228, 5.457, 1.729)
H (-1.826, 6.993, 2.505)
H (-1.101, 6.569, 0.953)
H (1.246, 6.889, 1.957)
H (0.510, 7.327, 3.499)
H (1.686, 6.011, 3.421)
H (0.820, 5.398, 0.130)
H (1.580, 3.480, -1.113)

Calculated values
ΔE to the lowest compared entry with this formula, charge and spin in kJ/mol: 28.0
HOMO-LUMO gap in eV: 8.53
LUMO energy in eV: 0.473

These are the Mulliken partial charges, in e, on atoms 1 to 8:
1. C -1.479
2. C 0.474
3. N -1.078
4. N 0.867
5. C -0.948
6. C -1.074
7. C -1.169
8. C 0.669



Entry 4:
Below is C26H42BrN3P2SV as an isolated structure in a non-equilibrium geometry, with properties calculated with the ωB97M-V functional and the def2-TZVPD basis.

Cartesian coordinates (Å):
C (-0.585, 7.135, -5.983)
C (-0.746, 5.760, -6.286)
C (-1.081, 5.352, -7.605)
C (-1.198, 6.352, -8.572)
N (-1.023, 7.663, -8.296)
C (-0.727, 8.043, -7.033)
C (-0.588, 4.792, -5.259)
C (-0.564, 3.964, -4.393)
C (-0.756, 2.988, -3.444)
C (0.246, 2.959, -2.489)
C (0.236, 1.824, -1.649)
C (-0.851, 0.963, -1.867)
C (-1.845, 1.006, -2.769)
C (-1.840, 2.099, -3.630)
V (0.228, 0.108, -0.492)
P (2.099, -1.003, -1.016)
H (-1.247, 4.303, -7.865)
H (-0.362, 7.484, -4.971)
H (-1.441, 6.089, -9.609)
H (-0.597, 9.118, -6.852)
H (-2.595, 2.271, -4.428)
H (0.992, 3.764, -2.463)
H (-2.645, 0.269, -2.790)
H (1.053, 1.805, -0.903)
C (2.372, -2.595, -0.181)
C (3.283, -3.541, -0.955)
H (1.373, -3.043, -0.036)
H (2.754, -2.396, 0.834)
H (3.484, -4.449, -0.373)
H (2.818, -3.858, -1.895)
H (4.251, -3.084, -1.192)
C (1.881, -1.232, -2.837)
C (2.880, -0.476, -3.713)
H (0.857, -0.879, -3.074)
H (1.884, -2.305, -3.076)
H (2.635, -0.653, -4.771)
H (2.832, 0.611, -3.540)
H (3.914, -0.817, -3.554)
C (3.496, 0.143, -0.609)
C (4.881, -0.503, -0.676)
H (3.302, 0.531, 0.409)
H (3.442, 1.023, -1.274)
H (5.655, 0.261, -0.512)
H (5.007, -1.268, 0.102)
H (5.074, -0.958, -1.656)
Br (-2.442, -0.215, -0.305)
P (-2.296, -3.009, -3.891)
C (-0.498, -3.328, -3.889)
C (-0.240, -4.815, -4.229)
H (-0.079, -3.040, -2.911)
H (-0.036, -2.673, -4.650)
H (0.798, -4.983, -4.537)
H (-0.437, -5.462, -3.370)
H (-0.890, -5.147, -5.049)
C (-3.066, -3.116, -2.239)
C (-4.493, -3.700, -2.187)
H (-3.068, -2.074, -1.874)
H (-2.389, -3.669, -1.569)
H (-4.781, -3.869, -1.145)
H (-5.223, -3.011, -2.615)
H (-4.576, -4.652, -2.713)
C (-2.695, -1.436, -4.732)
C (-3.000, -1.689, -6.232)
H (-1.880, -0.703, -4.598)
H (-3.594, -1.010, -4.247)
H (-3.462, -0.801, -6.692)
H (-2.086, -1.921, -6.794)
H (-3.695, -2.533, -6.352)
N (-0.933, -0.096, 3.474)
C (0.302, 0.277, 3.086)
N (1.299, 0.242, 3.982)
S (0.612, 1.011, 1.586)
H (-1.127, -0.388, 4.419)
H (-1.700, -0.023, 2.816)
H (2.228, 0.499, 3.685)
H (1.184, -0.118, 4.925)

Calculated values
ΔE to the lowest compared entry with this formula, charge and spin in kJ/mol: 0.0
HOMO-LUMO gap (spin up / spin down) in eV: 6.71 / 4.41
LUMO energy (spin up / spin down) in eV: -5.804 / -8.101
Charge: +2
Multiplicity: 4

These are the Mulliken partial charges, in e, on atoms 1 to 8:
1. C -0.452
2. C 0.449
3. C -0.460
4. C -0.325
5. N -0.556
6. C -0.332
7. C 0.315
8. C -0.588



Entry 5:
Below is C26H42ClCuN4O4 as an isolated structure in a non-equilibrium geometry, with properties calculated with the ωB97M-V functional and the def2-TZVPD basis.

Cartesian coordinates (Å):
O (-2.116, -0.025, 0.255)
C (-2.279, 0.959, -0.507)
C (-2.648, 0.572, -1.927)
C (-2.301, -0.700, -2.394)
H (-1.611, -1.301, -1.799)
C (-2.889, -1.179, -3.558)
H (-2.615, -2.173, -3.897)
C (-3.797, -0.395, -4.275)
H (-4.230, -0.770, -5.196)
C (-4.126, 0.866, -3.802)
H (-4.810, 1.494, -4.348)
C (-3.567, 1.348, -2.618)
H (-3.825, 2.334, -2.231)
H (-2.850, 1.790, -0.030)
C (-1.033, 3.620, 0.354)
C (-0.819, 2.541, -0.704)
H (-1.110, 4.567, -0.228)
H (-0.197, 3.782, 1.106)
H (-1.954, 3.396, 0.948)
C (-0.637, 2.730, -2.013)
C (-0.068, 3.982, -2.583)
H (-0.863, 1.961, -2.744)
H (-0.699, 4.291, -3.389)
H (0.933, 3.845, -2.958)
H (-0.019, 4.788, -1.858)
Cu (0.981, 2.479, 0.166)
Cl (2.628, 2.405, -1.258)
C (3.355, 0.258, 0.847)
O (2.418, 0.672, 1.512)
N (4.479, -0.353, 1.349)
C (4.635, -0.406, 2.793)
C (5.733, -0.333, 0.610)
H (3.358, 0.347, -0.256)
H (3.650, -0.443, 3.269)
H (5.199, 0.464, 3.167)
H (5.213, -1.300, 3.052)
H (5.538, -0.420, -0.469)
H (6.362, -1.169, 0.942)
H (6.298, 0.599, 0.800)
H (-3.583, -3.956, 0.251)
H (-1.460, -5.037, 0.597)
C (-3.010, -3.127, -0.206)
C (-0.863, -4.121, 0.454)
N (-1.735, -2.961, 0.477)
H (-3.572, -2.187, -0.122)
C (-1.619, -2.040, 1.465)
O (-0.656, -1.947, 2.258)
H (-0.117, -4.027, 1.251)
H (-2.471, -1.351, 1.497)
H (-2.841, -3.365, -1.267)
H (-0.354, -4.191, -0.521)
H (0.018, 2.550, 5.614)
H (-2.196, 1.082, 5.726)
C (-0.404, 2.893, 4.661)
C (-2.390, 1.466, 4.714)
N (-1.169, 1.837, 4.034)
H (0.396, 3.200, 3.992)
C (-0.809, 1.311, 2.834)
O (0.047, 1.858, 2.107)
H (-2.941, 0.707, 4.156)
H (-1.299, 0.360, 2.579)
H (-1.062, 3.740, 4.887)
H (-3.042, 2.343, 4.845)
C (0.788, -0.254, -3.011)
C (1.448, -1.348, -2.288)
C (2.034, -2.523, -2.858)
C (2.512, -3.283, -1.764)
C (2.177, -2.526, -0.594)
C (2.433, -2.919, 0.798)
N (1.567, -1.354, -0.929)
H (0.153, -0.664, -3.816)
H (1.522, 0.444, -3.447)
H (0.162, 0.330, -2.320)
H (2.072, -2.735, -3.927)
H (3.030, -4.237, -1.751)
H (2.319, -4.009, 0.910)
H (3.465, -2.668, 1.099)
H (1.735, -2.415, 1.487)

Calculated values
ΔE to the lowest compared entry with this formula, charge and spin in kJ/mol: 303.7
HOMO-LUMO gap (spin up / spin down) in eV: 5.92 / 4.52
LUMO energy (spin up / spin down) in eV: 2.784 / 1.384
Charge: -1
Multiplicity: 2

These are the Mulliken partial charges, in e, on atoms 1 to 8:
1. O -0.613
2. C -0.414
3. C -0.474
4. C 0.280
5. H 1.269
6. C -1.448
7. H 0.437
8. C -0.648



Entry 6:
Below is C26H42F6O16Pb as an isolated structure in a non-equilibrium geometry, with properties calculated with the ωB97M-V functional and the def2-TZVPD basis.

Cartesian coordinates (Å):
Pb (0.951, 0.801, 0.204)
C (-0.045, 0.193, 6.623)
O (0.481, -1.104, 6.601)
O (-0.015, 0.739, 5.318)
C (-1.554, 0.213, 7.359)
F (-1.677, 1.291, 8.140)
F (-2.545, 0.328, 6.523)
F (-1.715, -0.894, 8.073)
C (1.437, -1.517, 7.519)
C (1.969, -2.911, 7.049)
H (1.113, -3.426, 6.611)
H (2.819, -2.845, 6.370)
H (2.430, -3.506, 7.837)
H (1.015, -1.691, 8.508)
H (2.254, -0.800, 7.601)
H (0.596, 0.748, 7.308)
C (4.176, 4.871, -3.503)
O (3.921, 4.217, -4.736)
O (3.629, 4.146, -2.424)
C (5.716, 5.449, -3.543)
F (6.044, 6.060, -4.735)
F (5.895, 6.375, -2.557)
F (6.718, 4.535, -3.312)
C (2.622, 4.115, -5.281)
C (2.221, 5.335, -6.019)
H (1.531, 5.176, -6.848)
H (2.014, 6.165, -5.343)
H (3.088, 5.638, -6.605)
H (1.716, 3.713, -4.827)
H (2.755, 3.473, -6.152)
H (3.551, 5.764, -3.527)
C (-2.928, -3.965, 3.438)
O (-1.908, -4.972, 3.261)
C (-0.937, -4.896, 2.454)
O (-0.555, -3.777, 2.021)
O (-0.340, -6.097, 2.467)
C (1.001, -6.169, 1.853)
H (-3.907, -4.426, 3.571)
H (-2.989, -3.310, 2.569)
H (-2.965, -3.405, 4.373)
H (1.786, -5.601, 2.351)
H (0.954, -5.993, 0.778)
H (1.280, -7.201, 2.065)
C (6.520, -0.274, 3.955)
O (6.891, -1.463, 3.151)
C (6.198, -1.761, 1.999)
O (5.078, -1.354, 1.746)
O (7.046, -2.503, 1.221)
C (6.614, -2.996, -0.008)
H (6.986, 0.673, 3.682)
H (6.749, -0.318, 5.020)
H (5.475, -0.005, 3.800)
H (7.375, -3.425, -0.658)
H (6.047, -2.222, -0.526)
H (6.064, -3.882, 0.310)
O (-3.889, 0.007, -2.306)
C (-5.029, 0.424, -2.766)
O (-6.154, 0.162, -2.177)
C (-7.312, 0.684, -2.895)
C (-6.729, 1.410, -4.121)
C (-5.260, 1.151, -4.079)
H (-7.745, 1.285, -2.096)
H (-7.963, -0.140, -3.188)
H (-7.107, 2.432, -4.092)
H (-7.179, 1.263, -5.103)
H (-4.687, 2.078, -4.047)
H (-4.802, 0.665, -4.941)
O (1.007, -3.202, -3.755)
C (0.832, -4.251, -4.454)
O (1.867, -4.851, -4.998)
C (1.552, -5.861, -5.940)
C (0.302, -6.407, -5.248)
C (-0.465, -5.075, -4.783)
H (2.456, -6.470, -5.941)
H (1.488, -5.398, -6.924)
H (0.632, -6.993, -4.390)
H (-0.159, -7.049, -5.999)
H (-0.983, -5.166, -3.828)
H (-1.010, -4.500, -5.532)
O (-3.010, 4.741, 0.345)
C (-4.040, 5.389, 0.520)
O (-4.565, 6.159, -0.486)
C (-5.815, 6.732, -0.078)
C (-5.714, 6.611, 1.413)
C (-4.904, 5.373, 1.665)
H (-6.653, 6.148, -0.459)
H (-5.842, 7.705, -0.569)
H (-6.662, 6.502, 1.939)
H (-5.362, 7.452, 2.011)
H (-5.410, 4.411, 1.590)
H (-4.332, 5.269, 2.586)

Calculated values
ΔE to the lowest compared entry with this formula, charge and spin in kJ/mol: 1645.6
HOMO-LUMO gap in eV: 2.19
LUMO energy in eV: -4.671

These are the Mulliken partial charges, in e, on atoms 1 to 8:
1. Pb 1.149
2. C -0.111
3. O -0.234
4. O -0.684
5. C 0.837
6. F -0.299
7. F -0.258
8. F -0.260